Record 1
Below is a molecular structure, C32H37ClN2Si2Zr, with properties calculated with ωB97M-V/def2-TZVPD.

Last column: Löwdin charge in e.
Positions of all 75 atoms, in Å:
C1 1.76 2.12 3.87  -0.15
C2 2.45 1.87 2.63  -0.18
C3 1.81 2.65 1.60  -0.22
H1 3.43 1.38 2.51  0.14
C4 0.75 3.41 2.22  -0.14
C5 0.68 3.02 3.60  -0.15
H2 0.04 3.46 4.36  0.13
H3 2.04 1.74 4.85  0.13
H4 2.26 2.81 0.62  0.11
H5 0.20 4.24 1.77  0.14
Zr1 0.26 1.01 2.21  1.59
Si1 0.21 1.24 -1.51  0.73
C6 0.66 -0.25 -2.58  -0.30
C7 -0.34 -0.94 -3.29  -0.18
H6 -1.40 -0.69 -3.13  0.09
C8 0.03 -1.82 -4.31  -0.07
H7 -0.73 -2.45 -4.78  0.12
C9 1.38 -1.93 -4.65  -0.06
H8 1.68 -2.61 -5.46  0.12
C10 2.37 -1.28 -3.90  -0.05
H9 3.43 -1.44 -4.12  0.12
C11 2.01 -0.46 -2.84  -0.10
H10 2.75 0.06 -2.23  0.10
C12 -1.02 1.94 -2.86  -0.23
C13 -0.49 2.11 -4.15  -0.10
H11 0.58 2.05 -4.30  0.11
C14 -1.30 2.29 -5.28  -0.06
H12 -0.84 2.37 -6.26  0.11
C15 -2.69 2.39 -5.14  -0.06
H13 -3.32 2.57 -6.01  0.11
C16 -3.24 2.31 -3.87  -0.06
H14 -4.32 2.41 -3.72  0.11
C17 -2.41 2.13 -2.74  -0.09
H15 -2.88 2.17 -1.76  0.07
H16 1.45 2.02 -1.39  0.05
Si2 -1.37 -2.56 -1.27  1.08
C18 -1.74 -0.79 -0.65  -0.34
C19 -0.62 0.17 -0.23  -0.47
H17 0.14 -0.45 0.28  0.02
C20 -1.01 1.48 0.36  -0.46
H18 -0.39 2.41 0.19  0.07
C21 -2.40 1.80 0.58  -0.09
H19 -2.63 2.83 0.88  0.14
C22 -3.36 0.84 0.29  -0.09
H20 -4.40 1.10 0.42  0.12
C23 -3.03 -0.42 -0.28  -0.11
H21 -3.82 -1.14 -0.47  0.12
C24 0.38 -3.06 -0.87  -0.31
C25 1.05 -2.59 0.28  -0.15
H22 0.45 -2.24 1.12  -0.01
C26 2.44 -2.46 0.29  -0.08
H23 2.96 -1.84 1.04  0.09
C27 3.19 -3.08 -0.72  -0.06
H24 4.28 -2.96 -0.74  0.12
C28 2.53 -3.81 -1.72  -0.06
H25 3.13 -4.31 -2.49  0.12
C29 1.13 -3.83 -1.78  -0.09
H26 0.61 -4.35 -2.59  0.11
H27 -2.30 -3.49 -0.81  -0.01
Cl1 -1.30 -1.26 2.18  0.35
N1 1.47 -0.69 3.30  -0.09
C30 0.78 -1.59 4.27  -0.25
C31 0.01 -0.81 5.32  -0.18
C32 -1.34 -0.23 4.95  -0.24
N2 -1.23 0.98 4.02  -0.10
H28 2.32 -0.33 3.75  0.09
H29 1.86 -1.22 2.51  0.06
H30 0.13 -2.24 3.70  0.05
H31 1.56 -2.22 4.73  0.13
H32 -0.17 -1.51 6.14  0.14
H33 0.65 -0.01 5.72  0.11
H34 -1.96 -0.98 4.47  0.06
H35 -1.88 0.10 5.85  0.13
H36 -1.26 1.83 4.57  0.09
H37 -2.10 1.03 3.49  0.08

DFT total energy = -2436.68826 Ha
total charge = +2
relative energy (zero: lowest compared OMol25 entry of this formula, charge and spin) = 358.46 kJ/mol
lowest unoccupied orbital energy (alpha / beta) = -7.3 / -7.3 eV
HOMO level (alpha / beta) = -12.43 / -12.43 eV
multiplicity = 1
gap between HOMO and LUMO (alpha / beta) = 5.13 / 5.13 eV

=====

Record 2
Below is a molecular structure, C32H37CoO4PS2Si, with properties calculated with ωB97M-V/def2-TZVPD.

Last column: Mulliken spin population.
Positions of all 78 atoms, in Å:
Co1 -0.27 0.71 -1.43  1.16
C1 0.48 3.63 -2.31  -0.01
C2 0.86 2.62 -3.43  0.00
O1 -0.16 1.63 -3.49  0.01
C3 0.07 0.57 -4.42  0.01
C4 -1.24 -0.16 -4.53  0.00
O2 -1.64 -0.59 -3.23  0.00
C5 -3.02 -0.73 -3.01  0.00
C6 -3.50 0.36 -2.03  -0.01
O3 -2.61 1.43 -2.18  0.01
C7 -2.96 2.67 -1.62  0.00
C8 -1.91 3.65 -2.09  -0.01
O4 -0.65 3.20 -1.58  0.03
H1 0.29 4.62 -2.73  0.00
H2 1.30 3.71 -1.60  0.00
H3 1.83 2.16 -3.24  0.00
H4 0.91 3.14 -4.40  0.00
H5 0.87 -0.08 -4.05  0.00
H6 0.35 0.98 -5.40  0.00
H7 -1.13 -1.02 -5.20  0.00
H8 -2.00 0.51 -4.94  0.00
H9 -3.19 -1.73 -2.59  0.00
H10 -3.57 -0.65 -3.95  0.00
H11 -3.50 0.00 -0.99  0.00
H12 -4.52 0.67 -2.28  0.00
H13 -2.99 2.62 -0.53  0.01
H14 -3.95 2.99 -1.97  0.00
H15 -2.12 4.66 -1.72  0.00
H16 -1.89 3.66 -3.19  0.00
S1 3.52 -3.51 -2.18  0.01
P1 2.24 -2.60 -1.00  0.01
S2 0.85 -1.43 -1.90  0.01
C9 1.31 -3.84 -0.01  0.00
C10 -0.04 -3.70 0.26  0.00
C11 -0.71 -4.65 1.03  0.00
C12 -0.02 -5.74 1.53  0.00
C13 1.33 -5.89 1.26  0.00
C14 2.00 -4.95 0.49  0.00
C15 3.13 -1.68 0.31  0.00
C16 4.36 -2.17 0.77  0.00
C17 5.02 -1.55 1.81  0.00
C18 4.48 -0.42 2.41  0.00
C19 3.27 0.09 1.95  0.01
C20 2.61 -0.54 0.90  0.01
H17 -0.58 -2.85 -0.14  0.00
H18 -1.76 -4.53 1.23  0.00
H19 -0.54 -6.49 2.12  0.00
H20 1.87 -6.75 1.63  0.00
H21 3.04 -5.07 0.25  0.00
H22 4.78 -3.04 0.28  0.00
H23 5.97 -1.94 2.15  0.00
H24 4.99 0.06 3.23  0.00
H25 2.85 0.97 2.41  0.00
H26 1.70 -0.13 0.50  -0.01
C21 0.74 4.64 2.97  0.00
C22 1.53 4.07 1.98  0.00
C23 1.10 2.92 1.34  0.01
C24 -0.09 2.29 1.70  0.00
C25 -0.86 2.87 2.72  0.00
C26 -0.46 4.05 3.34  0.00
Si1 -0.66 0.75 0.77  -0.05
C27 -1.27 -0.39 2.12  -0.01
C28 -0.54 -1.50 2.57  -0.01
C29 -1.05 -2.32 3.56  0.00
C30 -2.29 -2.06 4.12  0.00
C31 -3.03 -0.98 3.68  0.00
C32 -2.53 -0.15 2.69  -0.02
H27 1.07 5.55 3.47  0.00
H28 2.47 4.53 1.70  0.00
H29 1.70 2.50 0.54  0.01
H30 -1.78 2.41 3.05  0.00
H31 -1.07 4.49 4.11  0.00
H32 1.05 1.15 -1.02  -0.15
H33 0.42 -1.73 2.14  0.00
H34 -0.47 -3.17 3.89  0.00
H35 -2.68 -2.71 4.90  0.00
H36 -4.01 -0.78 4.11  0.00
H37 -3.14 0.68 2.36  0.00

DFT total energy = -4352.42952 Ha
total charge = 0
relative energy (zero: lowest compared OMol25 entry of this formula, charge and spin) = 293.85 kJ/mol
lowest unoccupied orbital energy (alpha / beta) = -0.8 / -0.5 eV
HOMO level (alpha / beta) = -6.91 / -7.22 eV
multiplicity = 2
⟨S²⟩ = 0.84
gap between HOMO and LUMO (alpha / beta) = 6.13 / 6.69 eV

=====

Record 3
Below is a molecular structure, C32H37F4N8O3PdS2Si, with properties calculated with ωB97M-V/def2-TZVPD.

Last column: Mulliken spin population.
Positions of all 88 atoms, in Å:
Pd1 1.72 -0.34 -0.10  0.68
C1 5.86 0.69 -1.81  0.01
C2 4.49 0.19 -1.49  0.03
N1 4.01 0.07 -0.30  0.19
N2 4.68 0.35 0.84  -0.01
C3 4.06 0.42 2.04  -0.01
N3 4.80 0.69 3.10  0.01
S1 2.38 0.18 2.24  0.08
C4 3.58 -0.18 -2.59  -0.03
C5 3.99 -0.16 -3.92  0.00
C6 3.12 -0.54 -4.92  0.00
C7 1.84 -0.94 -4.58  0.00
C8 1.49 -0.94 -3.23  -0.03
N4 2.32 -0.56 -2.28  0.06
H1 6.37 1.09 -0.93  0.00
H2 5.80 1.48 -2.55  0.00
H3 6.48 -0.11 -2.22  0.00
H4 5.68 0.52 0.79  0.00
H5 5.79 0.88 3.07  0.00
H6 4.35 0.76 4.01  0.00
H7 4.99 0.16 -4.17  0.00
H8 3.43 -0.51 -5.95  0.00
H9 1.13 -1.25 -5.33  0.00
H10 0.50 -1.26 -2.92  0.01
C9 -1.22 -2.19 -0.43  -0.01
C10 -1.83 -0.80 -0.56  -0.01
C11 -2.75 -0.49 0.61  0.01
C12 -2.56 -0.66 -1.89  0.01
O1 -0.69 0.13 -0.52  0.11
Si1 -0.77 1.76 -0.36  -0.04
S2 1.43 1.93 -0.35  0.91
O2 -1.26 2.15 1.10  0.05
C13 -1.77 3.28 1.83  0.00
C14 -0.87 4.50 1.58  0.00
C15 -3.18 3.59 1.35  0.01
C16 -1.74 2.89 3.30  0.00
O3 -1.44 2.59 -1.52  0.00
C17 -1.28 3.07 -2.87  0.01
C18 -0.71 4.48 -2.80  0.00
C19 -2.68 3.08 -3.49  0.01
C20 -0.35 2.14 -3.65  0.01
H11 -1.99 -2.95 -0.40  0.00
H12 -0.64 -2.24 0.48  0.00
H13 -0.56 -2.41 -1.28  0.00
H14 -3.52 -1.25 0.70  0.00
H15 -3.24 0.47 0.45  0.00
H16 -2.19 -0.45 1.54  0.00
H17 -3.38 -1.37 -1.91  0.00
H18 -1.90 -0.86 -2.73  0.00
H19 -2.97 0.34 -1.99  0.00
H20 -0.90 4.78 0.53  0.00
H21 0.16 4.26 1.85  0.00
H22 -1.21 5.33 2.18  0.00
H23 -3.20 3.79 0.28  0.00
H24 -3.55 4.47 1.88  0.00
H25 -3.84 2.76 1.57  0.00
H26 -0.73 2.66 3.62  0.00
H27 -2.35 2.00 3.46  0.00
H28 -2.13 3.70 3.90  0.00
H29 -1.38 5.14 -2.27  0.00
H30 -0.56 4.86 -3.80  0.00
H31 0.25 4.46 -2.28  0.00
H32 -3.35 3.70 -2.89  0.00
H33 -3.09 2.07 -3.54  0.00
H34 -2.64 3.49 -4.50  0.00
H35 0.64 2.13 -3.19  -0.01
H36 -0.26 2.50 -4.67  0.00
H37 -0.75 1.13 -3.66  0.00
F1 0.46 -6.57 2.96  0.02
C21 -0.19 -5.43 3.07  0.09
C22 -1.50 -5.44 3.54  0.08
F2 -2.04 -6.59 3.87  0.01
C23 -2.28 -4.26 3.59  0.04
C24 -1.60 -3.04 3.31  0.06
C25 -0.31 -3.04 2.82  0.04
F3 0.26 -1.86 2.50  0.00
C26 0.42 -4.23 2.63  0.10
C27 1.70 -4.21 1.95  0.31
C28 1.93 -3.19 1.06  0.01
N5 2.00 -2.36 0.25  0.19
C29 2.69 -5.19 2.14  -0.03
N6 3.54 -5.93 2.34  0.24
F4 -2.21 -1.87 3.48  0.00
C30 -3.69 -4.28 3.81  0.32
C31 -4.48 -3.18 3.42  -0.03
N7 -5.11 -2.30 3.03  0.24
C32 -4.42 -5.40 4.23  -0.02
N8 -5.07 -6.29 4.55  0.27

DFT total energy = -3517.58697 Ha
total charge = +3
lowest unoccupied orbital energy (alpha / beta) = -11.5 / -12.0 eV
HOMO level (alpha / beta) = -15.31 / -16.91 eV
multiplicity = 5
⟨S²⟩ = 6.05
gap between HOMO and LUMO (alpha / beta) = 3.81 / 4.90 eV